(1)
ORCA calculation (wB97M-V/def2-TZVPD) on a structure of composition C28H29AsOP2S6SiTc.

Each line ends with the Löwdin charge.
Cartesian coordinates (Å):
Tc  -2.096  1.080  -0.854  0.7917
S  -0.482  -0.102  -3.731  0.3263
P  0.621  -0.316  -1.995  0.6349
C  -0.188  0.681  -0.818  -0.7465
P  0.257  1.305  0.734  0.5638
S  -1.393  2.530  0.887  0.3944
C  1.770  2.229  0.956  -0.3559
C  1.743  3.614  1.096  -0.0813
C  2.925  4.298  1.354  -0.0538
C  4.120  3.605  1.468  -0.0530
C  4.150  2.223  1.320  -0.0585
C  2.977  1.534  1.072  -0.0927
C  0.212  0.110  2.079  -0.3481
C  0.733  0.482  3.321  -0.0682
C  0.622  -0.375  4.402  -0.0541
C  0.007  -1.611  4.246  -0.0534
C  -0.519  -1.980  3.016  -0.0682
C  -0.435  -1.115  1.934  -0.1056
C  0.811  -2.055  -1.588  -0.3387
C  0.385  -3.043  -2.473  -0.0806
C  0.564  -4.381  -2.150  -0.0515
C  1.162  -4.737  -0.951  -0.0523
C  1.586  -3.756  -0.063  -0.0567
C  1.408  -2.420  -0.379  -0.1151
C  2.230  0.357  -2.435  -0.3383
C  2.298  1.469  -3.279  -0.0866
C  3.530  2.011  -3.607  -0.0516
C  4.694  1.460  -3.091  -0.0529
C  4.632  0.359  -2.249  -0.0622
C  3.406  -0.199  -1.925  -0.0834
H  0.813  4.156  0.999  0.0765
H  2.908  5.374  1.466  0.1149
H  5.036  4.143  1.678  0.1144
H  5.085  1.686  1.408  0.1136
H  2.999  0.454  0.979  0.1022
H  1.231  1.437  3.441  0.1146
H  1.016  -0.081  5.366  0.1148
H  -0.061  -2.288  5.087  0.1144
H  -0.996  -2.945  2.896  0.1124
H  -0.872  -1.393  0.983  0.0938
H  -0.080  -2.775  -3.412  0.0780
H  0.237  -5.145  -2.843  0.1161
H  1.297  -5.782  -0.703  0.1150
H  2.050  -4.030  0.875  0.1154
H  1.728  -1.667  0.331  0.0922
H  1.394  1.923  -3.666  0.0925
H  3.579  2.866  -4.268  0.1163
H  5.655  1.885  -3.353  0.1147
H  5.541  -0.077  -1.856  0.1139
H  3.377  -1.081  -1.302  0.0952
S  -5.384  1.459  -3.335  0.0575
As  -3.464  1.840  -3.863  -0.3493
S  -2.327  2.869  -2.207  0.0866
S  -2.350  -0.289  -2.873  0.0949
S  -2.603  2.074  -5.680  0.0557
C  -4.578  0.785  2.372  -0.1567
Si  -4.539  -0.465  1.019  0.3831
C  -6.008  -0.417  -0.077  -0.1679
C  -4.172  -2.151  1.666  -0.1515
O  -3.162  -0.003  0.051  -0.5316
H  -5.378  0.532  3.074  0.0506
H  -4.767  1.791  1.994  0.0436
H  -3.634  0.790  2.923  0.0337
H  -6.879  -0.794  0.467  0.0493
H  -5.874  -1.035  -0.967  0.0411
H  -6.218  0.602  -0.404  0.0218
H  -5.093  -2.585  2.065  0.0488
H  -3.444  -2.096  2.478  0.0217
H  -3.793  -2.827  0.896  0.0461

Computed properties:
Total charge: +1
Total energy (eV): -186056.96491
Frontier orbital gap (spin up / spin down) (eV): 5.82 / 5.81

(2)
ORCA calculation (wB97M-V/def2-TZVPD) on a structure of composition C28H29BBaN7P in a non-equilibrium geometry.

Each line ends with the Löwdin charge.
Cartesian coordinates (Å):
C  2.934  0.045  -0.409  -0.1414
N  1.707  0.057  -0.964  -0.1321
N  1.890  0.064  -2.342  -0.0189
C  3.208  0.036  -2.630  -0.0253
C  3.917  0.021  -1.423  -0.0051
B  0.634  0.191  -3.247  -0.4773
N  -0.356  -0.961  -2.902  -0.0305
N  -0.832  -1.133  -1.608  -0.0997
C  -1.694  -2.170  -1.650  -0.1357
C  -1.764  -2.680  -2.964  -0.0181
C  -0.910  -1.877  -3.723  -0.0378
Ba  -0.278  0.129  0.869  1.8059
N  -0.067  1.512  -2.811  0.0283
N  -0.454  1.672  -1.486  -0.0371
C  -0.998  2.901  -1.393  -0.0858
C  -0.974  3.531  -2.652  0.0660
C  -0.368  2.617  -3.519  0.0288
H  -1.370  3.278  -0.446  0.1193
H  -0.136  2.675  -4.574  0.1525
H  -1.343  4.509  -2.891  0.1279
H  0.912  0.175  -4.407  0.1261
H  -0.651  -1.883  -4.773  0.1347
H  3.542  0.013  -3.658  0.1375
H  -2.344  -3.513  -3.311  0.1054
H  4.980  0.004  -1.287  0.1069
H  -2.248  -2.490  -0.771  0.1028
H  3.040  0.108  0.673  0.0926
H  -2.989  -1.062  1.769  0.0196
C  -2.486  -1.827  2.380  -0.0688
H  -3.073  -2.752  2.337  0.0513
H  -1.476  -2.068  2.002  -0.0432
H  -2.443  -1.504  3.425  0.0265
N  1.275  1.350  2.480  -0.3498
P  0.983  1.112  4.006  0.7696
C  -0.835  1.120  4.281  -0.3055
C  -1.469  0.464  5.344  -0.0660
C  -2.858  0.560  5.494  -0.0452
C  -3.622  1.262  4.558  -0.0479
C  -2.996  1.903  3.485  -0.0675
C  -1.600  1.866  3.370  -0.1716
C  1.658  -0.487  4.573  -0.2773
C  1.372  -1.617  3.781  -0.1072
C  2.144  -2.775  3.900  -0.0577
C  3.144  -2.857  4.877  -0.0412
C  3.338  -1.789  5.759  -0.0369
C  2.608  -0.603  5.603  -0.0499
C  1.539  2.336  5.210  -0.3145
C  1.299  2.175  6.580  -0.0992
C  1.597  3.216  7.465  -0.0493
C  2.130  4.415  6.980  -0.0488
C  2.401  4.561  5.614  -0.0537
C  2.115  3.516  4.728  -0.0743
H  -0.890  -0.119  6.063  0.1176
H  -3.346  0.089  6.350  0.1249
H  -4.707  1.317  4.665  0.1234
H  -3.583  2.454  2.744  0.1178
H  -1.096  2.425  2.571  0.0760
H  0.536  -1.599  3.071  0.0419
H  1.956  -3.625  3.243  0.1166
H  3.755  -3.757  4.953  0.1221
H  4.061  -1.883  6.571  0.1226
H  2.766  0.216  6.304  0.1013
H  0.890  1.242  6.969  0.1043
H  1.411  3.086  8.534  0.1187
H  2.336  5.238  7.669  0.1197
H  2.833  5.493  5.242  0.1160
H  2.314  3.590  3.659  0.0956

Computed properties:
Total charge: +2
Total energy (eV): -50581.96814
Frontier orbital gap (spin up / spin down) (eV): 3.92 / 6.64

(3)
ORCA calculation (wB97M-V/def2-TZVPD) on a structure of composition C28H29BGdNO3 in a non-equilibrium geometry.

Each line ends with the Löwdin spin population.
Cartesian coordinates (Å):
C  2.704  -0.691  2.354  -0.0021
C  2.799  -1.432  1.117  -0.0095
C  2.531  -0.536  0.033  -0.0052
H  3.079  -2.477  1.014  0.0000
C  2.309  0.767  0.571  -0.0038
C  2.415  0.686  2.008  -0.0041
H  2.097  1.648  -0.035  0.0003
C  -1.228  -2.330  1.911  -0.0065
C  -0.100  -3.019  1.314  -0.0020
C  -0.103  -2.705  -0.093  0.0005
H  0.615  -3.670  1.834  0.0009
C  -1.201  -1.834  -0.403  -0.0025
C  -1.872  -1.590  0.853  -0.0097
H  2.599  -0.764  -1.036  0.0002
H  2.213  1.494  2.717  -0.0016
H  2.820  -1.096  3.359  0.0007
H  -2.793  -0.998  0.928  0.0000
H  0.536  -3.167  -0.856  0.0001
H  -1.454  -2.286  2.988  0.0011
Gd  0.400  -0.618  1.585  7.2804
C  -1.914  -1.792  -1.768  -0.0002
C  -3.189  -2.661  -1.555  -0.0005
C  -1.082  -2.485  -2.866  0.0000
H  -2.901  -3.706  -1.327  0.0000
H  -3.817  -2.688  -2.451  -0.0001
H  -3.801  -2.289  -0.727  -0.0001
H  -0.829  -3.510  -2.571  0.0000
H  -0.154  -1.930  -3.076  0.0000
H  -1.659  -2.560  -3.797  0.0000
C  -2.356  -0.355  -2.251  -0.0001
C  -1.337  0.594  -2.898  0.0000
H  -2.829  0.143  -1.380  0.0000
H  -3.168  -0.509  -2.990  0.0000
O  -0.297  1.017  -2.345  0.0005
N  -1.487  1.077  -4.167  0.0000
C  -0.470  2.069  -4.534  0.0000
H  -2.388  1.056  -4.619  0.0000
C  0.916  1.461  -4.276  0.0000
C  1.923  2.072  -3.498  0.0000
H  1.683  2.994  -2.958  0.0000
C  3.198  1.496  -3.386  0.0000
H  4.003  1.991  -2.807  0.0000
C  3.489  0.267  -4.022  0.0000
H  4.507  -0.165  -3.982  0.0000
C  2.434  -0.429  -4.641  0.0000
H  2.626  -1.446  -5.025  0.0000
C  1.177  0.176  -4.771  0.0000
H  0.361  -0.353  -5.261  0.0000
H  -0.623  2.971  -3.926  0.0000
H  -0.631  2.319  -5.600  0.0000
O  -0.571  0.394  4.465  -0.0175
B  -0.523  1.152  3.241  -0.1699
O  -0.787  2.494  3.544  -0.0337
C  -0.984  2.570  4.887  -0.0093
C  -1.027  3.698  5.650  -0.0003
C  -0.772  3.530  7.025  0.0002
C  -0.604  2.254  7.582  0.0005
C  -0.699  1.096  6.792  0.0000
C  -0.838  1.292  5.446  -0.0064
H  -1.208  4.670  5.187  -0.0001
H  -0.726  4.417  7.656  -0.0001
H  -0.411  2.143  8.648  0.0000
H  -0.604  0.085  7.190  -0.0001

Computed properties:
<S²>: 16.05
Spin multiplicity: 8
Total energy (eV): -58649.47199
Frontier orbital gap (spin up / spin down) (eV): 7.57 / 8.60